1.
ORCA calculation (ωB97M-V/def2-TZVPD) on C6H6 as an isolated structure.

CARTESIAN COORDINATES (ANGSTROEM)
C (-1.0609, -0.8461, 1.3062)
C (-1.9010, 0.0321, -0.0981)
C (-0.6068, -0.1667, -0.7834)
C (-0.2300, -0.4826, -2.0353)
C (-0.0634, -0.0973, 0.5465)
C (1.0892, 0.7595, 0.9057)
H (-1.2061, -0.9603, 2.4557)
H (0.7522, -0.9251, -2.3541)
H (-1.0121, -0.3796, -2.7631)
H (1.9934, 0.1925, 1.2658)
H (0.6768, 1.6218, 1.5200)
H (1.5686, 1.2517, 0.0341)

Output
* LUMO energy: -0.59 eV
* gap between HOMO and LUMO: 7.86 eV
* highest occupied orbital energy: -8.444 eV

---

2.
ORCA calculation (ωB97M-V/def2-TZVPD) on one molecule with the formula C6H6.

CARTESIAN COORDINATES (ANGSTROEM)
C (2.6730, 0.7771, 0.3741)
C (1.5454, 0.5069, 0.6735)
C (0.1820, 0.1661, 1.0026)
C (-0.3014, -0.7271, -0.0588)
C (-1.4864, -0.5924, -0.6869)
C (-2.1888, 0.6294, -0.8601)
H (3.6707, 1.0342, 0.1302)
H (-0.4778, 1.0312, 1.0721)
H (0.1064, -0.4080, 1.9334)
H (-1.1058, -1.2354, -1.6758)
H (0.2004, -1.6994, -0.1411)
H (-2.8178, 0.5172, -1.7633)

Output
* LUMO energy (alpha / beta): -1.14 / -1.15 eV
* gap between HOMO and LUMO (alpha / beta): 7.18 / 7.16 eV
* highest occupied orbital energy (alpha / beta): -8.320 / -8.305 eV

---

Which structure is most stable? 1, by 3.0 kcal/mol over the runner-up.

---

1.
ORCA calculation (ωB97M-V/def2-TZVPD) on a 2-piece molecular cluster, C15H18 overall.

CARTESIAN COORDINATES (ANGSTROEM)
C (1.8194, -3.0171, -2.1945)
C (1.2687, -1.5862, -2.4462)
C (0.1757, -1.2748, -1.4230)
C (-1.0196, -0.7924, -1.9230)
C (-2.1409, -0.5633, -1.0916)
C (-2.0307, -0.7577, 0.2792)
C (-0.8347, -1.2716, 0.7662)
C (0.2556, -1.5218, -0.0746)
H (1.5429, -3.7110, -2.9984)
H (1.4884, -3.3625, -1.2207)
H (2.8882, -3.3078, -2.2747)
H (2.0897, -0.8769, -2.2648)
H (1.0637, -1.3207, -3.4814)
H (-1.2952, -0.8395, -2.9658)
H (-2.8988, -0.0245, -1.6443)
H (-2.8858, -0.5694, 0.9139)
H (-0.6250, -1.3272, 1.8316)
H (1.1367, -1.8095, 0.4881)
C (2.0993, 1.3215, 1.5534)
C (0.6283, 1.4972, 1.4312)
C (-0.0022, 1.7220, 0.2195)
C (-1.2735, 2.2850, 0.1836)
C (-1.8729, 2.6008, 1.4348)
C (-1.3767, 2.1203, 2.6310)
C (-0.0980, 1.6119, 2.6177)
H (2.4011, 1.3723, 2.6027)
H (2.6060, 2.0991, 0.9641)
H (2.5167, 0.3858, 1.1731)
H (0.4761, 1.5018, -0.7359)
H (-1.8062, 2.6103, -0.6948)
H (-2.8155, 3.1204, 1.3209)
H (-1.9782, 2.2538, 3.5139)
H (0.4976, 1.4317, 3.5089)

Output
* LUMO energy: 0.93 eV
* gap between HOMO and LUMO: 9.50 eV
* highest occupied orbital energy: -8.569 eV
* SMILES string: CCc1ccccc1.Cc1ccccc1

---

2.
ORCA calculation (ωB97M-V/def2-TZVPD) on a 2-piece molecular cluster, C15H18 overall.

CARTESIAN COORDINATES (ANGSTROEM)
C (2.3404, 0.0985, -2.6048)
C (1.0866, 0.6765, -3.3759)
C (-0.1876, 0.4448, -2.6607)
C (-0.8303, 1.5075, -2.0258)
C (-1.9139, 1.3359, -1.1793)
C (-2.4814, 0.0809, -0.9918)
C (-1.9753, -0.9777, -1.7666)
C (-0.8249, -0.7944, -2.5078)
H (3.0712, 0.8559, -2.3264)
H (2.7389, -0.6268, -3.3196)
H (2.2517, -0.4302, -1.6473)
H (1.2398, 1.7650, -3.3377)
H (1.2427, 0.3710, -4.4030)
H (-0.4697, 2.5331, -2.1238)
H (-2.4239, 2.2365, -0.8933)
H (-3.4951, 0.0575, -0.6057)
H (-2.4096, -1.9615, -1.6912)
H (-0.3746, -1.6301, -3.0359)
C (1.6725, -1.9043, 2.0570)
C (0.7245, -0.8695, 2.5433)
C (0.8507, -0.2096, 3.7789)
C (-0.1414, 0.6457, 4.2000)
C (-1.2708, 0.8756, 3.4095)
C (-1.2849, 0.4615, 2.0998)
C (-0.3670, -0.5506, 1.7446)
H (2.6022, -2.0602, 2.6029)
H (2.1890, -1.6668, 1.1009)
H (1.1349, -2.8400, 1.8812)
H (1.8041, -0.2684, 4.2918)
H (-0.0552, 1.2626, 5.0785)
H (-2.0363, 1.6071, 3.6576)
H (-1.8443, 0.9203, 1.3036)
H (-0.5632, -0.9459, 0.7472)

Output
* LUMO energy: 0.92 eV
* gap between HOMO and LUMO: 9.71 eV
* highest occupied orbital energy: -8.790 eV
* SMILES string: CCc1ccccc1.Cc1ccccc1

---

3.
ORCA calculation (ωB97M-V/def2-TZVPD) on a 2-piece molecular cluster, C15H18 overall.

CARTESIAN COORDINATES (ANGSTROEM)
C (-3.7386, -0.3483, 1.1595)
C (-2.9131, 0.6160, 2.0359)
C (-1.6698, -0.0240, 2.5725)
C (-0.4430, 0.1936, 1.9097)
C (0.6882, -0.5043, 2.2526)
C (0.6073, -1.5156, 3.2194)
C (-0.5319, -1.6372, 3.9711)
C (-1.6664, -0.8401, 3.6786)
H (-4.3585, -1.0640, 1.6966)
H (-3.1376, -0.7889, 0.3589)
H (-4.4905, 0.2093, 0.5868)
H (-2.6168, 1.3366, 1.2792)
H (-3.5968, 1.1382, 2.7021)
H (-0.4347, 1.0380, 1.2333)
H (1.6313, -0.3197, 1.7548)
H (1.4685, -2.1454, 3.3591)
H (-0.6705, -2.4372, 4.6942)
H (-2.4071, -0.8963, 4.4470)
C (0.3117, -0.7962, -3.6462)
C (1.3359, 0.1400, -3.0778)
C (1.3022, 1.5019, -3.3260)
C (2.4004, 2.2788, -2.9870)
C (3.4470, 1.7169, -2.2772)
C (3.3953, 0.4008, -1.8154)
C (2.3325, -0.3809, -2.2492)
H (-0.7084, -0.4146, -3.6580)
H (0.2849, -1.8226, -3.2738)
H (0.6162, -0.9992, -4.6823)
H (0.4396, 1.9398, -3.8177)
H (2.4218, 3.3511, -3.1427)
H (4.2212, 2.3496, -1.8736)
H (4.2195, 0.1314, -1.1691)
H (2.2602, -1.4075, -1.9153)

Output
* LUMO energy: 0.81 eV
* gap between HOMO and LUMO: 9.81 eV
* highest occupied orbital energy: -8.993 eV
* SMILES string: CCc1ccccc1.Cc1ccccc1

---

Which structure is most stable? 3, by 12.2 kcal/mol over the runner-up.

---

1.
ORCA calculation (ωB97M-V/def2-TZVPD) on a 2-piece molecular cluster, C15H18 overall.

CARTESIAN COORDINATES (ANGSTROEM)
C (0.4596, -1.4240, 2.4678)
C (0.5244, -0.2053, 1.5604)
C (-0.4238, 0.9378, 1.9201)
C (-0.0884, 2.0217, 2.7111)
C (-1.0774, 3.0237, 2.9259)
C (-2.3500, 2.9539, 2.4323)
C (-2.6318, 1.8957, 1.5585)
C (-1.6922, 0.9630, 1.2596)
H (-0.5737, -1.8113, 2.5853)
H (0.8953, -1.2596, 3.4369)
H (0.9635, -2.2804, 2.0428)
H (1.5015, 0.2800, 1.7476)
H (0.4724, -0.3956, 0.5001)
H (0.7889, 2.1399, 3.3382)
H (-0.8604, 3.8353, 3.6200)
H (-3.1238, 3.6939, 2.6264)
H (-3.6190, 1.7897, 1.1066)
H (-1.9156, 0.1626, 0.5629)
C (-1.3714, -1.0258, -2.5097)
C (0.1089, -1.3783, -2.6053)
C (0.8922, -0.3529, -3.1879)
C (2.2561, -0.4354, -3.0300)
C (2.8250, -1.4683, -2.2900)
C (2.0594, -2.4759, -1.7331)
C (0.6490, -2.3813, -1.8219)
H (-1.8057, -0.8872, -3.4988)
H (-1.3389, -0.1655, -1.8557)
H (-2.0767, -1.6990, -2.0230)
H (0.4859, 0.3679, -3.8830)
H (2.8676, 0.1712, -3.6918)
H (3.8547, -1.4484, -1.9577)
H (2.4426, -3.3558, -1.2226)
H (0.0366, -3.0198, -1.2094)

Output
* LUMO energy: 0.91 eV
* gap between HOMO and LUMO: 9.92 eV
* highest occupied orbital energy: -9.012 eV
* SMILES string: CCc1ccccc1.Cc1ccccc1

---

2.
ORCA calculation (ωB97M-V/def2-TZVPD) on a 2-piece molecular cluster, C15H18 overall.

CARTESIAN COORDINATES (ANGSTROEM)
C (1.7140, -1.9456, 2.8165)
C (1.5467, -0.5741, 3.4970)
C (0.4866, 0.2718, 2.8331)
C (0.7028, 0.9023, 1.6255)
C (-0.2355, 1.7615, 1.0544)
C (-1.4566, 1.8797, 1.6905)
C (-1.6850, 1.2802, 2.9247)
C (-0.7247, 0.4694, 3.5007)
H (0.9760, -2.0569, 2.0181)
H (1.4937, -2.7530, 3.5116)
H (2.6937, -2.1623, 2.4123)
H (1.2609, -0.7215, 4.5361)
H (2.4848, -0.0244, 3.6222)
H (1.6396, 0.7446, 1.1075)
H (0.0741, 2.3829, 0.2213)
H (-2.2477, 2.5318, 1.3310)
H (-2.6443, 1.4849, 3.3910)
H (-0.9340, 0.1025, 4.4977)
C (-1.2164, 1.4037, -3.9295)
C (-0.5088, 0.2922, -3.2280)
C (-0.8698, -0.1827, -1.9930)
C (-0.1723, -1.2399, -1.4157)
C (0.6711, -2.0330, -2.1782)
C (1.0213, -1.5946, -3.4625)
C (0.5114, -0.3939, -3.9120)
H (-0.8181, 2.3900, -3.6987)
H (-2.2765, 1.4257, -3.6703)
H (-1.2273, 1.3156, -5.0178)
H (-1.7542, 0.2352, -1.5233)
H (-0.3007, -1.5082, -0.3703)
H (0.9787, -3.0062, -1.8202)
H (1.7598, -2.2001, -3.9787)
H (0.7551, -0.0718, -4.9183)

Output
* LUMO energy: 0.95 eV
* gap between HOMO and LUMO: 9.88 eV
* highest occupied orbital energy: -8.931 eV
* SMILES string: CCc1ccccc1.Cc1ccccc1

---

Which structure is most stable? 2, by 10.8 kcal/mol over the runner-up.